# 1
A molecular structure, C23H36GeN3O4RuSSe. Source: the OMol25 dataset; level of theory: wB97M-V/def2-TZVPD.

Atoms and positions in Å:
Ru (-0.2416, -0.6018, -0.7052)
N (3.0064, -2.0439, 1.7304)
C (1.9061, -1.4667, 1.2420)
O (1.9564, -0.7467, 0.2261)
C (0.6021, -1.7464, 1.9377)
C (-0.4735, -0.8352, 1.3774)
H (3.8920, -1.9148, 1.2691)
H (2.9674, -2.6607, 2.5228)
H (0.7136, -1.6132, 3.0189)
H (0.3388, -2.7932, 1.7597)
H (-0.2920, 0.2006, 1.6810)
H (-1.4573, -1.1543, 1.7209)
C (-0.3793, -0.5373, -2.8930)
C (0.5848, 0.4940, -2.6311)
C (0.1983, 1.8581, -2.5496)
C (1.1418, 2.8444, -2.3809)
C (2.4883, 2.5143, -2.2389)
C (2.8922, 1.1841, -2.2868)
C (1.9651, 0.1889, -2.4970)
H (-0.0191, -1.4532, -3.3490)
H (-1.3597, -0.2274, -3.2385)
H (-0.8440, 2.1138, -2.6846)
H (0.8349, 3.8810, -2.3630)
H (3.2244, 3.2947, -2.0995)
H (3.9387, 0.9353, -2.1760)
H (2.2867, -0.8379, -2.6184)
O (3.3901, -6.1223, -4.6364)
C (2.0843, -5.8784, -4.8533)
O (1.5515, -6.2484, -5.8584)
C (1.3448, -5.1294, -3.7857)
C (-0.0293, -5.3311, -3.6903)
C (-0.7843, -4.6371, -2.7636)
C (-0.1742, -3.7029, -1.9281)
S (-1.1226, -2.8044, -0.7508)
C (1.2057, -3.5097, -2.0104)
C (1.9580, -4.2146, -2.9342)
H (3.6758, -5.8414, -3.7614)
H (-0.4955, -6.0343, -4.3668)
H (-1.8504, -4.8038, -2.6898)
H (1.6761, -2.8030, -1.3360)
H (3.0211, -4.0107, -3.0034)
N (-4.1811, 1.4548, -0.1664)
C (-3.2930, 0.4878, -0.4911)
N (-3.7446, -0.7730, -0.6128)
O (-2.0936, 0.7886, -0.6664)
H (-5.1704, 1.2841, -0.1889)
H (-3.8622, 2.4055, -0.2351)
H (-4.6809, -1.0415, -0.3676)
H (-3.0637, -1.5064, -0.7634)
C (0.5535, 2.9542, 4.5830)
Ge (-1.2751, 3.2616, 3.9131)
C (-2.3258, 1.5961, 3.9304)
C (-2.1608, 4.6216, 5.0250)
C (-1.2639, 3.9750, 2.0404)
Se (-0.4396, 2.8718, 0.6508)
C (1.4101, 3.3374, 1.0514)
H (0.4911, 2.7589, 5.6539)
H (1.1798, 3.8339, 4.4390)
H (1.0271, 2.0942, 4.1093)
H (-2.2452, 1.1303, 4.9128)
H (-1.9740, 0.8870, 3.1820)
H (-3.3775, 1.8093, 3.7394)
H (-2.1839, 4.2864, 6.0623)
H (-3.1880, 4.7871, 4.7020)
H (-1.6298, 5.5722, 4.9918)
H (-0.7691, 4.9460, 2.0080)
H (-2.3016, 4.1230, 1.7376)
H (1.5709, 3.3016, 2.1249)
H (1.6230, 4.3368, 0.6761)
H (2.0461, 2.6107, 0.5525)

Values from the calculation:
gap between HOMO and LUMO (spin up / spin down): 6.07 / 5.74 eV
LUMO energy (spin up / spin down): -4.316 / -4.665 eV
charge: +1

# 2
A single C4H4N2 molecule. Source: the OMol25 dataset; level of theory: wB97M-V/def2-TZVPD.

Atoms and positions in Å:
C (0.5732, 0.9534, 0.2279)
C (-0.5406, 1.4437, -0.0154)
C (1.5545, 0.3431, 0.8234)
C (-0.9989, -1.0099, -0.5689)
N (-1.6736, 1.0769, -0.4992)
N (-1.5873, -0.0812, -1.1819)
H (2.2492, 0.8869, 1.4207)
H (2.1385, -0.5402, 0.3651)
H (-0.9193, -1.9437, -1.0469)
H (-0.7957, -1.1290, 0.4753)

Values from the calculation:
gap between HOMO and LUMO: 8.64 eV
LUMO energy: -0.715 eV
charge: 0

# 3
A molecular structure, C16H14BF5MnN6. Source: the OMol25 dataset; level of theory: wB97M-V/def2-TZVPD.

Atoms and positions in Å:
H (0.2372, 2.9491, 0.9415)
N (-0.1247, 1.4918, -0.5411)
B (-0.4763, 0.1968, -2.7054)
N (-0.0991, 1.4944, -1.9262)
C (0.2467, 2.7262, -2.3365)
Mn (-0.5260, -0.0198, 0.5372)
H (0.3142, 2.9729, -3.3814)
C (0.4314, 3.5406, -1.2338)
H (0.6941, 4.5813, -1.2092)
C (0.1903, 2.7359, -0.1128)
H (-0.4244, 0.3235, -3.8475)
C (-1.3815, -1.5459, 1.5889)
H (-1.3285, -1.5191, 2.6961)
H (-0.6346, -2.3526, 1.3335)
H (-2.3298, -1.8634, 1.1395)
N (-1.9203, -0.1735, -2.2701)
N (0.4854, -0.9212, -2.2120)
N (-2.1393, -0.2961, -0.9032)
N (0.5353, -1.2000, -0.8582)
C (-3.0891, -0.3797, -2.9274)
C (1.3707, -1.7056, -2.8826)
H (-3.1860, -0.2762, -3.9999)
H (1.5464, -1.6392, -3.9521)
C (-4.0779, -0.6641, -1.9983)
C (1.9905, -2.5485, -1.9586)
C (-3.4405, -0.6103, -0.7443)
C (1.4142, -2.2241, -0.7160)
H (-5.1274, -0.8669, -2.1623)
H (2.7651, -3.2798, -2.1554)
H (-3.8232, -0.8152, 0.2391)
H (1.6006, -2.6854, 0.2389)
H (-1.8970, -0.3568, 1.6756)
F (2.5169, 0.5225, 0.5215)
C (2.1058, 0.4325, 1.8214)
C (0.7546, 0.3052, 2.1388)
C (0.5043, 0.3299, 3.5171)
F (-0.7570, 0.3547, 4.0374)
C (1.5310, 0.4176, 4.4810)
F (1.2414, 0.4717, 5.7900)
C (2.8663, 0.4926, 4.1201)
F (3.8366, 0.5886, 5.0476)
C (3.1558, 0.4961, 2.7667)
F (4.4479, 0.5197, 2.4026)

Values from the calculation:
<S²>: 8.764
gap between HOMO and LUMO (spin up / spin down): 7.39 / 8.17 eV
2S+1: 6
LUMO energy (spin up / spin down): 0.334 / -0.503 eV
charge: 0

# 4
A molecular structure, C24H33AsF5N2PPbS5Te. Source: the OMol25 dataset; level of theory: wB97M-V/def2-TZVPD.

Atoms and positions in Å:
Pb (0.3338, 0.8815, 0.7177)
F (0.7911, -2.4939, 7.3595)
C (0.8998, -1.5666, 6.3965)
C (-0.0288, -1.5029, 5.3661)
F (-1.0599, -2.3598, 5.3377)
C (0.1053, -0.5572, 4.3641)
F (-0.8249, -0.5705, 3.3727)
C (1.1531, 0.3711, 4.3210)
S (1.3643, 1.6004, 3.1267)
C (2.0769, 0.2763, 5.3825)
F (3.1386, 1.0875, 5.3962)
C (1.9615, -0.6633, 6.3917)
F (2.8760, -0.7196, 7.3672)
S (-0.8602, 5.1738, -1.8140)
As (-0.3263, 4.3350, 0.0092)
S (-1.9602, 2.2239, 0.1933)
S (1.4175, 2.9899, -0.2747)
S (-0.4679, 5.4068, 1.7478)
C (2.3676, -3.6380, -1.0715)
C (3.2908, -2.4311, -0.9719)
P (2.6161, -1.0649, 0.1190)
C (4.1032, 0.0313, 0.2048)
C (4.2579, 0.8714, -1.0561)
C (2.6548, -1.8876, 1.7877)
C (4.0141, -2.2412, 2.3797)
H (2.7389, -4.3355, -1.8198)
H (1.3581, -3.3416, -1.3523)
H (2.3103, -4.1681, -0.1248)
H (3.4291, -1.9892, -1.9626)
H (4.2727, -2.7346, -0.6029)
H (4.9861, -0.5901, 0.3757)
H (3.9633, 0.6883, 1.0670)
H (4.3055, 0.2451, -1.9446)
H (5.1710, 1.4583, -1.0045)
H (3.4192, 1.5566, -1.1544)
H (2.0299, -2.7822, 1.6903)
H (2.1390, -1.2116, 2.4753)
H (4.6059, -2.8561, 1.7046)
H (3.8635, -2.8007, 3.3017)
H (4.5723, -1.3413, 2.6248)
C (0.3258, -0.2791, -4.3415)
C (0.6283, -0.0634, -2.8383)
N (-0.4550, 0.6632, -2.2242)
C (-1.7048, -0.0527, -2.3297)
C (-2.0639, -0.2398, -3.8248)
N (-0.9759, 0.3723, -4.6326)
C (-0.8808, 1.8266, -4.3385)
C (-0.5805, 1.9690, -2.8343)
H (0.2547, -1.3382, -4.5953)
H (1.0897, 0.1792, -4.9706)
H (1.5404, 0.5194, -2.6962)
H (0.7577, -1.0166, -2.3225)
H (-2.4679, 0.5296, -1.8059)
H (-1.6114, -1.0174, -1.8260)
H (-3.0026, 0.2571, -4.0758)
H (-2.1461, -1.2955, -4.0922)
H (-1.1942, 0.2466, -5.6223)
H (-1.8212, 2.3097, -4.6052)
H (-0.0878, 2.2570, -4.9506)
H (-1.3785, 2.5157, -2.3314)
H (0.3413, 2.5263, -2.6605)
Te (-2.9550, 1.0321, 2.0164)
C (-4.8182, 0.9210, 0.9649)
C (-5.3302, 1.9967, 0.2554)
C (-6.5562, 1.8889, -0.3753)
C (-7.2784, 0.7091, -0.2977)
C (-6.7596, -0.3742, 0.3922)
C (-5.5313, -0.2676, 1.0171)
H (-4.7679, 2.9180, 0.1970)
H (-6.9565, 2.7337, -0.9180)
H (-8.2495, 0.6314, -0.7640)
H (-7.3080, -1.3042, 0.4450)
H (-5.1155, -1.1032, 1.5589)

Values from the calculation:
gap between HOMO and LUMO: 5.97 eV
LUMO energy: -1.074 eV
charge: 0

# 5
3 unconnected molecules or ions with the total composition C42H65IN4O4S. Source: the OMol25 dataset; level of theory: wB97M-V/def2-TZVPD.

Atoms and positions in Å:
C (8.0552, -2.2407, -0.6759)
C (8.2709, -0.9303, -1.5391)
C (7.0619, -0.8438, -2.5303)
O (5.8952, -0.6971, -1.7121)
C (4.7311, -0.6726, -2.4362)
C (4.3058, -1.7836, -3.2716)
O (5.0485, -2.9378, -3.4176)
C (3.0698, -1.6617, -3.9334)
S (2.5633, -3.0633, -4.9253)
C (2.2119, -0.4899, -3.8144)
N (1.0093, -0.4805, -4.4694)
C (0.2939, 0.6228, -4.2714)
C (-1.0951, 0.6732, -4.9505)
C (-1.8092, -0.7082, -5.0255)
C (-1.8199, -1.5127, -3.6832)
C (-1.5957, -3.0318, -4.0648)
C (-3.1690, -1.4304, -2.8832)
C (0.7920, 1.7292, -3.4578)
C (-0.1125, 2.9792, -3.2996)
C (-0.9090, 2.8567, -1.9719)
C (-2.0479, 2.0127, -1.8292)
C (-2.7566, 1.8803, -0.6060)
C (-2.3548, 2.5974, 0.5465)
C (-1.2270, 3.4538, 0.4166)
C (-0.5228, 3.6009, -0.8090)
C (0.6622, 4.5958, -0.7989)
N (1.9483, 1.7716, -2.8070)
C (2.6331, 0.6058, -3.0015)
C (3.9188, 0.4598, -2.3168)
I (4.5709, 2.0314, -1.0464)
H (8.8915, -2.9436, -0.8786)
H (8.1013, -2.0054, 0.4043)
H (7.1025, -2.7510, -0.8996)
H (8.2069, -0.0857, -0.8196)
H (9.2386, -0.9475, -2.0708)
H (7.2018, 0.0207, -3.2144)
H (7.0849, -1.7788, -3.1225)
H (4.6612, -3.6138, -2.8391)
H (1.2041, -2.9582, -4.9422)
H (-0.9096, 1.0025, -6.0008)
H (-1.7677, 1.4193, -4.5040)
H (-1.4422, -1.3630, -5.8405)
H (-2.8753, -0.4951, -5.2760)
H (-1.0014, -1.2653, -2.9833)
H (-0.7773, -3.1050, -4.8128)
H (-2.5296, -3.4303, -4.5054)
H (-1.3095, -3.6112, -3.1663)
H (-3.7871, -0.5389, -3.0945)
H (-3.6991, -2.3921, -3.0114)
H (-2.9009, -1.3788, -1.8027)
H (-0.7840, 3.1375, -4.1594)
H (0.5208, 3.8862, -3.2304)
H (-2.4368, 1.4117, -2.6633)
H (-3.6405, 1.2239, -0.5134)
H (-2.9007, 2.4866, 1.4938)
H (-0.8932, 4.0127, 1.3068)
H (0.7122, 5.1582, -1.7534)
H (0.4129, 5.3568, -0.0260)
H (1.6255, 4.1294, -0.5229)
C (2.6325, 1.9179, 5.1246)
C (3.9549, 1.3157, 5.6432)
C (5.0431, 2.3968, 5.6872)
C (5.5890, 2.7582, 4.3111)
C (6.0841, 1.5049, 3.5969)
C (5.0156, 0.4066, 3.5031)
N (4.3431, 0.1369, 4.8129)
O (5.1550, -0.6058, 5.5327)
C (3.9741, 0.8069, 2.4352)
C (5.6702, -0.8546, 2.9191)
C (3.6180, 0.9277, 7.0909)
H (2.3715, 2.8091, 5.6992)
H (2.6573, 2.2336, 4.0855)
H (1.8119, 1.2057, 5.2331)
H (5.8766, 2.0556, 6.3111)
H (4.6553, 3.2979, 6.1690)
H (4.8265, 3.2722, 3.7191)
H (6.4172, 3.4630, 4.4217)
H (6.4277, 1.7730, 2.5940)
H (6.9626, 1.1234, 4.1287)
H (3.0748, 0.1913, 2.5078)
H (4.3787, 0.6674, 1.4318)
H (3.6845, 1.8561, 2.4798)
H (6.5183, -1.1984, 3.5119)
H (6.0544, -0.6542, 1.9172)
H (4.9492, -1.6715, 2.8418)
H (2.8820, 0.1208, 7.1254)
H (3.1938, 1.7822, 7.6222)
H (4.4968, 0.6133, 7.6544)
C (-6.6791, -1.9237, 2.7809)
C (-6.7613, -0.7685, 1.7618)
C (-8.1937, -0.2200, 1.7033)
C (-9.1581, -1.1320, 0.9531)
C (-8.6222, -1.4265, -0.4443)
C (-7.2006, -2.0058, -0.4309)
N (-6.2605, -1.2214, 0.4301)
O (-5.9007, -0.1518, -0.2448)
C (-7.2604, -3.4770, 0.0395)
C (-6.7050, -2.1042, -1.8796)
C (-5.8672, 0.3132, 2.3873)
H (-7.0899, -1.6098, 3.7424)
H (-7.2342, -2.8139, 2.4996)
H (-5.6420, -2.2213, 2.9489)
H (-8.1934, 0.7602, 1.2140)
H (-8.5705, -0.0516, 2.7151)
H (-9.3253, -2.0564, 1.5127)
H (-10.1322, -0.6432, 0.8715)
H (-9.2989, -2.1187, -0.9522)
H (-8.6395, -0.4997, -1.0279)
H (-6.2680, -3.8481, 0.3027)
H (-7.6437, -4.1218, -0.7532)
H (-7.9301, -3.6369, 0.8828)
H (-6.7176, -1.1428, -2.3934)
H (-7.3437, -2.7687, -2.4632)
H (-5.6896, -2.5020, -1.9171)
H (-4.8201, 0.0003, 2.4091)
H (-6.1734, 0.5077, 3.4171)
H (-5.9293, 1.2645, 1.8572)

Values from the calculation:
<S²>: 2.008
gap between HOMO and LUMO (spin up / spin down): 7.62 / 7.62 eV
2S+1: 3
LUMO energy (spin up / spin down): -0.436 / -0.436 eV
charge: 0

These records have largest force on an atom values of 3.0, 5.1, 4.3, 1.3, 3.2 eV Å⁻¹, in the order they appear.
These records have DFT total energy values of -172369.3978, -7186.9823, -71342.0079, -178834.9328, -77690.1100 eV, in the order they appear.
These records have ΔE to the lowest compared entry with this formula, charge and spin values of 192.6, 550.6, 298.0, 4.8, 0.0 kJ/mol, in the order they appear.